{"formula": "CH10N2O2", "method": "the ωB97M-V functional and the def2-TZVPD basis", "symbols": ["H", "N", "O", "N", "H", "H", "C", "H", "H", "H", "H", "H", "H", "O", "H"], "xyz": [[1.218, 0.827, -0.218], [0.157, -1.073, -1.776], [2.107, -0.545, 2.100], [0.311, 1.084, -0.570], [1.750, -0.177, 1.279], [0.275, 0.818, -2.631], [-0.125, 0.341, -1.748], [1.576, -0.084, 2.761], [-0.410, 1.019, 0.139], [-2.515, -0.557, 1.461], [-1.214, 0.428, -1.814], [-0.225, -1.574, -0.993], [-2.052, 0.855, 1.903], [-1.971, -0.080, 2.105], [1.118, -1.282, -1.999]], "spin_multiplicity": 1, "smiles": "NCN.O.O", "de_lowest_kcal_mol": 11.7, "charge": 0, "orbital_gap_ev": 9.51}

{"formula": "C53H84NO36V", "method": "the ωB97M-V functional and the def2-TZVPD basis", "symbols": ["O", "O", "C", "O", "H", "H", "H", "H", "C", "H", "H", "C", "H", "O", "C", "H", "H", "C", "H", "O", "C", "O", "O", "H", "H", "H", "H", "C", "H", "H", "H", "O", "H", "H", "C", "H", "H", "H", "O", "H", "H", "C", "H", "O", "H", "O", "O", "C", "O", "H", "C", "H", "C", "O", "O", "H", "H", "C", "C", "H", "H", "C", "C", "C", "H", "H", "H", "H", "O", "C", "H", "H", "O", "H", "H", "C", "H", "H", "C", "H", "C", "H", "H", "H", "C", "C", "C", "O", "C", "H", "H", "H", "C", "O", "H", "C", "O", "H", "H", "H", "O", "C", "H", "H", "H", "H", "O", "C", "O", "C", "H", "C", "H", "O", "C", "H", "C", "O", "H", "C", "O", "H", "N", "H", "O", "O", "H", "H", "H", "O", "C", "H", "C", "O", "O", "H", "H", "H", "C", "C", "C", "O", "C", "C", "C", "H", "C", "H", "H", "H", "C", "C", "H", "O", "C", "V", "H", "C", "H", "C", "C", "H", "H", "H", "O", "H", "C", "H", "C", "C", "H", "C", "O", "O", "H"], "xyz": [[0.882, -5.413, -3.500], [7.402, -1.040, -6.378], [-0.407, -4.507, 2.076], [-1.069, 1.796, -2.761], [-8.776, 0.080, 1.518], [-3.041, -1.867, -4.604], [-2.725, -5.398, 2.961], [-4.903, -0.312, 2.271], [-0.728, 2.220, -7.535], [-2.970, -6.700, 1.736], [-4.470, 0.079, -1.029], [1.928, 0.381, -0.672], [-0.767, -3.526, 2.385], [-3.056, 6.020, -0.737], [-4.935, 0.763, -3.050], [6.685, -4.641, 0.577], [-3.491, 2.132, -2.376], [-2.728, 4.753, -0.829], [5.365, 0.262, -3.021], [4.612, -4.994, 2.086], [-3.969, 1.190, -5.007], [5.622, -0.041, 7.307], [-1.985, -0.375, 5.702], [-2.999, -4.796, -2.864], [0.818, 2.825, -8.995], [3.507, 5.328, 2.124], [-2.109, 1.492, 4.637], [2.686, 3.620, 3.036], [-4.404, 3.949, 2.151], [-4.617, -1.228, -2.203], [-2.020, 1.467, -0.225], [5.886, -1.312, 5.540], [-1.274, -0.698, -0.762], [-2.408, 0.633, 1.273], [-3.611, 1.244, 6.080], [-0.056, 4.091, -8.230], [3.090, 1.013, 1.101], [0.974, -0.334, 2.379], [-6.958, 2.515, -1.033], [-6.008, 0.778, -2.864], [3.455, 0.764, -2.276], [5.160, 0.768, 6.206], [4.097, 0.986, 6.317], [-8.220, 0.806, -0.264], [7.413, -3.225, 1.410], [5.867, -0.770, -4.639], [-6.222, 0.946, 0.542], [-2.390, -4.532, -3.728], [-2.302, -1.496, 7.669], [7.639, 0.736, -2.952], [-4.140, 6.077, 0.070], [-1.351, -1.501, 0.657], [0.413, 1.035, -5.955], [-3.638, -4.870, 1.216], [-1.370, -5.470, -3.942], [-6.525, 0.211, 2.974], [-3.411, 0.482, 4.176], [2.577, 1.227, -1.825], [4.327, -0.463, 4.127], [-4.655, 1.026, 5.856], [-1.384, -1.250, -4.336], [-0.215, -4.884, -3.620], [-3.077, -4.213, 0.198], [0.594, -1.837, -0.410], [2.769, 2.260, -1.536], [7.929, -0.834, -2.225], [-0.656, 0.064, 2.930], [0.509, -4.353, 1.504], [0.873, 3.559, -2.745], [-5.207, 4.187, 1.454], [-3.027, -4.576, -4.612], [-3.613, 6.287, 1.000], [-3.302, 1.089, -6.032], [-1.638, 2.230, 1.168], [-5.533, 4.587, -0.699], [5.376, -3.788, 2.017], [0.675, 1.326, 2.528], [5.699, -2.748, -3.054], [5.510, -0.048, 5.025], [1.081, -0.822, -2.263], [2.969, 0.132, 0.470], [-3.997, 3.256, 5.986], [0.205, -2.735, -0.889], [-1.645, -2.574, -5.468], [-1.374, -5.246, 1.222], [-0.627, -0.919, 0.087], [-5.983, -0.459, 2.307], [-3.969, 2.332, -4.371], [-0.751, 0.673, -7.831], [4.285, -1.868, -2.621], [-2.241, 2.908, 6.362], [5.299, -3.394, 3.031], [-7.142, 1.527, -0.259], [0.122, 2.270, -6.420], [3.592, -0.938, 4.777], [7.420, -0.328, -3.046], [-3.743, -3.490, -0.566], [1.073, -2.188, 0.505], [3.811, 3.542, 0.271], [5.584, -1.818, -1.566], [-3.662, 3.968, -0.385], [-2.709, -5.655, 1.901], [-0.072, -5.062, 2.952], [-0.969, -6.128, 0.726], [-3.513, 2.800, 7.583], [5.408, 4.125, 0.758], [3.205, 3.297, 4.309], [6.065, -1.206, 6.864], [0.845, 2.528, 0.119], [6.756, -4.089, 1.514], [-5.816, 3.284, 1.403], [4.591, -3.050, 0.922], [-5.859, 4.847, 2.027], [2.408, -5.551, 1.974], [-1.641, 1.217, 0.766], [3.961, -0.206, 0.173], [-0.275, 0.472, 0.747], [4.786, 4.016, 5.699], [4.656, -1.979, 1.111], [0.166, 0.392, 2.293], [7.985, -0.629, -4.309], [4.792, 2.599, 1.442], [0.720, 1.120, -0.159], [-0.130, 0.499, -8.709], [-0.125, 0.151, -6.678], [4.802, 4.440, 3.421], [2.624, -0.670, 1.123], [3.740, 0.288, 3.597], [-6.152, -1.133, 0.261], [-1.617, 4.316, -1.221], [-2.725, 0.670, 5.003], [-1.924, -2.801, -2.464], [-8.109, -0.224, 0.711], [3.261, -3.668, 0.990], [6.507, -2.077, 7.590], [1.879, 1.359, -2.651], [-4.823, 6.918, -0.054], [-1.708, 0.258, -8.147], [4.518, 3.596, 1.098], [7.128, -0.782, -5.191], [-0.179, 3.090, -8.643], [1.040, 0.769, -4.971], [-4.257, -0.209, -2.058], [-1.745, -3.202, -3.462], [-3.284, 2.638, 6.530], [-6.145, -1.448, 2.735], [-6.592, -0.384, 0.920], [2.449, -1.546, -1.505], [6.330, 0.392, 4.457], [5.733, 1.692, 6.127], [-4.375, 2.143, -3.013], [5.372, -1.796, -2.635], [1.814, 4.235, 3.258], [-3.396, 0.390, 7.194], [1.532, -0.998, -1.286], [-0.181, 2.799, -1.868], [-8.571, -1.153, 0.376], [4.328, 3.914, 4.588], [7.245, -4.755, 2.224], [5.969, -0.609, -3.276], [-4.803, 4.753, 0.093], [-1.752, 2.501, -7.286], [-5.099, 2.839, -2.591], [4.978, -3.264, -0.075], [-0.400, -3.557, -3.581], [-3.182, -0.213, -2.236], [3.861, 4.320, 2.338], [-0.819, 3.222, -9.515], [3.336, -4.783, 1.710], [-1.988, -2.137, -4.530], [4.711, -1.157, 3.379], [-2.556, -0.575, 6.906], [-1.794, -4.359, 0.226], [-4.753, 0.336, -4.351], [2.254, 2.754, 2.534]], "spin_multiplicity": 1, "de_lowest_kcal_mol": 0.0, "charge": 0, "orbital_gap_ev": 7.44}

{"formula": "C23H16F3N5PdS", "method": "the ωB97M-V functional and the def2-TZVPD basis", "symbols": ["C", "H", "N", "H", "N", "H", "C", "N", "C", "H", "C", "C", "C", "C", "H", "H", "H", "C", "C", "C", "H", "H", "C", "Pd", "C", "N", "H", "C", "H", "S", "N", "F", "H", "C", "F", "H", "C", "H", "F", "C", "C", "C", "H", "H", "C", "C", "C", "C", "C"], "xyz": [[2.976, 1.543, 2.913], [4.852, 1.538, 3.963], [-2.526, -0.093, -1.129], [1.439, -0.335, -2.708], [2.116, -0.119, -0.239], [-3.699, 1.538, -1.524], [4.194, -0.178, 1.106], [0.389, 2.418, 2.245], [-3.710, 0.477, -1.281], [-5.792, -2.114, -0.824], [-2.241, 4.753, 1.440], [-2.433, -1.418, -0.794], [2.851, 0.171, 0.895], [2.144, -2.307, -3.195], [1.799, -2.261, -4.222], [3.610, -4.413, -1.001], [5.953, 0.031, 2.318], [3.164, -3.505, -1.397], [-0.574, 2.986, 1.593], [-1.340, 4.063, 2.184], [2.912, -4.319, -3.378], [-5.865, 0.354, -1.251], [1.951, -1.221, -2.361], [0.184, 0.792, -0.120], [-4.926, -0.178, -1.151], [0.893, 1.292, 1.642], [2.475, 2.211, 3.600], [-3.658, -2.173, -0.750], [-1.912, 3.007, -1.440], [-0.902, -2.058, -0.454], [-0.872, 2.608, 0.276], [-3.179, -4.057, 0.649], [-1.167, 4.286, 3.229], [4.300, 1.161, 3.109], [-4.939, -4.154, -0.599], [3.257, -2.488, 0.488], [-1.763, 3.325, -0.413], [-3.148, 4.954, -0.552], [-2.976, -4.330, -1.491], [4.911, 0.308, 2.197], [2.979, -2.416, -0.556], [-3.656, -3.655, -0.543], [-2.808, 5.563, 1.885], [4.696, -0.798, 0.375], [2.242, 1.041, 1.837], [-2.459, 4.405, 0.077], [-4.878, -1.541, -0.902], [2.371, -1.233, -1.016], [2.766, -3.464, -2.728]], "spin_multiplicity": 1, "charge": -2, "orbital_gap_ev": 5.35}

{"formula": "C12H48N4O12", "method": "the ωB97M-V functional and the def2-TZVPD basis", "symbols": ["C", "C", "H", "O", "C", "O", "H", "H", "O", "O", "H", "N", "H", "H", "H", "H", "H", "H", "H", "O", "H", "C", "O", "H", "H", "H", "H", "C", "H", "C", "H", "H", "H", "H", "H", "N", "H", "O", "H", "H", "H", "H", "H", "H", "N", "O", "H", "H", "H", "H", "O", "H", "H", "H", "H", "C", "H", "C", "H", "O", "H", "H", "H", "H", "C", "C", "C", "N", "H", "O", "H", "C", "O", "H", "H", "H"], "xyz": [[-4.456, -1.090, 0.092], [-1.853, -1.532, -3.344], [-3.210, -2.009, 1.299], [0.835, 0.089, 0.089], [-0.560, -0.039, -0.132], [-2.141, -1.313, -4.711], [-2.719, -5.005, -0.569], [0.851, -3.483, 1.241], [0.270, 4.374, 1.320], [-3.100, -3.930, 1.172], [-1.349, -2.492, -3.257], [1.241, 0.702, 2.945], [2.174, 2.258, -3.189], [-4.776, -2.097, -0.207], [-2.239, 2.417, 4.790], [2.615, -3.632, 1.369], [3.807, -1.889, -0.455], [-0.904, 0.505, -1.017], [-2.579, -0.455, -4.785], [2.874, 1.999, 0.470], [-1.673, -5.411, 0.802], [-2.250, 0.693, 3.631], [-3.573, 1.192, -3.986], [-3.617, 2.099, 3.029], [0.917, 3.836, 1.788], [1.656, -3.039, -0.855], [-0.988, 1.247, 5.117], [-0.454, 3.492, 0.481], [-4.249, -0.591, -0.859], [-2.574, 1.933, -3.278], [-1.514, -3.847, -0.081], [2.604, -0.199, -3.449], [0.201, 2.722, 0.061], [1.804, -2.110, 1.818], [0.992, 1.278, -4.039], [3.548, 0.647, 3.002], [1.303, -0.701, -0.215], [-3.301, -1.135, 0.895], [-1.561, 1.671, -3.583], [0.809, 1.619, -2.286], [-2.718, 3.010, -3.400], [-0.910, 4.035, -0.347], [4.456, 2.048, -0.905], [-2.730, 1.740, -2.217], [-1.723, 1.598, 4.528], [1.972, -2.415, -0.196], [-1.242, -0.734, -2.917], [4.391, 0.386, 3.477], [-3.833, 1.691, -4.764], [-1.263, 3.005, 1.039], [-1.824, -0.448, 3.548], [1.282, 0.882, 1.954], [6.436, -0.906, -0.418], [2.248, 1.437, -0.014], [-2.790, -1.581, -2.775], [5.384, -0.759, -0.660], [-3.843, -4.481, 1.428], [3.697, 2.694, -0.454], [0.403, 0.257, 3.289], [2.336, -0.350, 4.651], [-5.299, -0.603, 0.592], [4.193, 3.489, 0.102], [4.911, -0.093, 0.065], [3.125, 3.163, -1.259], [1.516, 1.387, -3.085], [2.373, 0.280, 3.604], [1.796, -2.952, 1.129], [-3.259, 1.182, 2.837], [3.614, 1.161, 2.138], [4.730, -2.019, -0.709], [-3.711, 0.559, 2.186], [-2.202, -4.594, 0.308], [2.163, 0.191, -2.689], [-1.112, 0.322, 0.734], [-0.799, -1.095, -0.269], [5.369, -0.263, -1.642]], "spin_multiplicity": 1, "smiles": "NC(N)=O.NC(N)=O.CO.CO.CO.CO.CO.CO.CO.CO.CO.CO", "de_lowest_kcal_mol": 0.0, "charge": 0, "orbital_gap_ev": 9.36}